(1)
C3H10N2O5S3 as an isolated structure, computed with ωB97M-V/def2-TZVPD.

Summary:
HOMO   -10.6 eV
Energy above the lowest of the compared OMol25 structures with the same formula, charge and spin   19.9 kcal per mole
Frontier orbital gap   10.856 eV

The geometry in ORCA input format:
```
! RIJCOSX wB97M-V def2-TZVPD def2/J DEFGRID3
* xyz 0 1
S -0.11895 -1.85902 1.00104
S 0.83375 0.17126 -0.87508
S -1.63537 1.01379 -1.25809
O -1.20296 -1.96990 -0.07625
O -2.01854 0.29733 -0.06480
O 1.66450 1.34816 -0.88499
O -2.62888 1.16184 -2.27405
O 0.39010 -0.14463 0.54288
N 0.94875 -2.78516 0.97466
N -0.39885 0.26796 -1.79019
C 1.73785 -1.35747 -1.40027
C -1.07013 2.66437 -0.78472
C -0.93305 -1.27528 2.48571
H 0.91391 -1.78779 -2.01966
H -1.64305 3.54494 -1.33692
H -0.04940 2.64037 -1.14592
H 2.05316 -1.99816 -0.68742
H 2.64564 -1.07240 -2.10704
H -0.00527 -0.78339 2.83093
H -1.28103 2.98706 0.31950
H -1.49663 -1.94610 3.17468
H -1.52203 -0.31212 2.26563
H -1.89263 -1.21380 -0.24936
*
```

***

(2)
A 3-piece molecular cluster, C3H10N2OS overall, computed with ωB97M-V/def2-TZVPD.

Summary:
HOMO   -9.6 eV
Energy above the lowest of the compared OMol25 structures with the same formula, charge and spin   82.5 kcal per mole
Frontier orbital gap   9.178 eV

The geometry in ORCA input format:
```
! RIJCOSX wB97M-V def2-TZVPD def2/J DEFGRID3
* xyz 0 1
S 0.76384 0.61783 -0.25130
O 0.81656 -0.47583 0.72770
N 1.24906 1.90445 0.40594
N 3.87990 -0.77173 -0.30552
C -2.28950 -1.11421 0.21506
C -2.25035 0.26009 -0.42989
C -1.75223 1.39208 0.09816
H -1.92195 2.39671 -0.46139
H -1.22551 1.33536 0.97878
H -3.32834 -1.25370 0.41457
H -2.27096 -1.93504 -0.50144
H -1.77140 -1.12214 1.19362
H 4.09625 -1.63309 0.18635
H 2.90869 -0.54717 -0.06727
H -2.78382 0.27794 -1.40208
H 4.33332 -0.08575 0.26642
H 1.02412 2.75594 -0.10006
*
```

***

(3)
A 2-piece molecular cluster, C3H10N2S overall, computed with ωB97M-V/def2-TZVPD.

Summary:
HOMO   -8.6 eV
Energy above the lowest of the compared OMol25 structures with the same formula, charge and spin   7.2 kcal per mole
Frontier orbital gap   9.382 eV
SMILES string   [H]/N=C/N.CSC

The geometry in ORCA input format:
```
! RIJCOSX wB97M-V def2-TZVPD def2/J DEFGRID3
* xyz 0 1
S 1.15441 1.07465 -0.04908
N -1.19565 -2.33822 -0.67258
N -1.38438 -1.80475 1.55530
C -0.07074 2.16595 0.67025
C 0.90978 1.40310 -1.80741
C -0.64159 -2.13612 0.44569
H -2.25609 -1.33412 1.37734
H -0.87116 -1.50324 2.36844
H -0.09163 3.16502 0.24789
H 0.42329 -2.25015 0.64093
H -0.52478 -2.55122 -1.40500
H 0.55872 2.42526 -1.93740
H 0.17475 0.72411 -2.24697
H 1.86096 1.34207 -2.33281
H -1.08964 1.77247 0.59161
H 0.15180 2.21830 1.73423
*
```

***

(4)
A 2-piece molecular cluster, C3H10N2S overall, computed with ωB97M-V/def2-TZVPD.

Summary:
HOMO   -8.2 eV
Energy above the lowest of the compared OMol25 structures with the same formula, charge and spin   59.4 kcal per mole
Frontier orbital gap   8.274 eV
SMILES string   NCCS.C=N

The geometry in ORCA input format:
```
! RIJCOSX wB97M-V def2-TZVPD def2/J DEFGRID3
* xyz 0 1
S -0.12739 1.12340 -1.68844
N -1.27376 -2.08430 -0.75516
N -0.47606 1.68997 1.18029
C 0.41272 2.19850 2.02652
C 0.68822 -0.48467 -1.31545
C -0.05196 -1.38190 -0.32167
H 1.65894 -0.26640 -0.85880
H -1.01161 -2.62335 -1.57850
H -0.29544 -0.79149 0.56491
H 0.85693 -1.00855 -2.26417
H 0.41555 2.00042 3.09759
H 0.08850 1.66669 -0.28866
H -0.86852 1.09189 1.93276
H -1.93110 -1.40718 -1.14119
H 1.28620 2.47268 1.44095
H 0.62876 -2.19571 -0.03096
*
```

***

(5)
C3H10N2S as an isolated structure, computed with ωB97M-V/def2-TZVPD.

Summary:
HOMO   -7.2 eV
Energy above the lowest of the compared OMol25 structures with the same formula, charge and spin   20.5 kcal per mole
Frontier orbital gap   7.712 eV

The geometry in ORCA input format:
```
! RIJCOSX wB97M-V def2-TZVPD def2/J DEFGRID3
* xyz 0 1
S -1.54883 1.66390 0.63565
N 0.53760 0.18784 -0.77603
N 1.35652 -0.08034 1.35795
C 0.56471 -0.06191 -2.21064
C -2.02432 0.02340 1.31238
C 1.36454 -0.32495 0.05093
H 2.16063 -0.95860 -0.34941
H 1.53605 -0.49980 -2.44848
H -0.17204 -0.84082 -2.41374
H -1.63263 -0.13999 2.31952
H 0.35583 0.83374 -2.78451
H -1.70616 -0.77576 0.63815
H 2.06375 -0.47850 1.94343
H 0.60998 0.48904 1.73679
H -3.11090 0.00867 1.35498
H -0.35473 0.95407 -0.36697
*
```

***

(6)
A 2-piece molecular cluster, C3H10N2S2 overall, computed with ωB97M-V/def2-TZVPD.

Summary:
HOMO   -8.9 eV
Energy above the lowest of the compared OMol25 structures with the same formula, charge and spin   21.4 kcal per mole
Frontier orbital gap   9.479 eV
SMILES string   N/C=C/N.CSS

The geometry in ORCA input format:
```
! RIJCOSX wB97M-V def2-TZVPD def2/J DEFGRID3
* xyz 0 1
S -1.80314 -0.00373 -1.03220
S -0.21204 -1.25742 -1.32740
N -0.14035 -0.76566 2.15571
N 2.93342 1.18571 1.43053
C -1.17355 1.57206 -1.71139
C 2.05029 0.08196 1.67509
C 0.78390 0.29583 1.95074
H -0.44621 2.00092 -1.03397
H 3.83671 1.02828 1.85859
H -2.02151 2.22790 -1.86294
H -0.44714 -0.85711 3.11626
H 3.09532 1.30991 0.43840
H -0.68860 1.34839 -2.65487
H 0.43318 1.32491 2.01193
H 2.44711 -0.92825 1.61413
H -0.97940 -0.61752 1.60686
H -0.60234 -1.78957 -2.49791
*
```

***

(7)
An isolated ion of composition C3H10N2S2 and charge +1, computed with ωB97M-V/def2-TZVPD.

Summary:
HOMO (alpha / beta)   -12.9 / -12.8 eV
Energy above the lowest of the compared OMol25 structures with the same formula, charge and spin   19.3 kcal per mole
Frontier orbital gap (alpha / beta)   9.316 / 4.131 eV
Expectation value of S²   0.756

The geometry in ORCA input format:
```
! RIJCOSX wB97M-V def2-TZVPD def2/J DEFGRID3
* xyz 1 2
S 3.23041 2.23482 -1.30139
S 2.61297 0.65878 -0.28221
N -2.15063 -1.32716 0.50848
N 0.00281 -0.11124 1.77262
C -1.19102 -0.63942 -0.33118
C 0.18365 -0.44842 0.40218
C 0.80141 0.71846 -0.36438
H -0.13094 0.86384 2.01422
H 0.64734 0.58729 -1.44205
H -0.72778 -0.66626 2.20698
H 0.78699 -1.34567 0.24473
H -1.81796 -2.13945 0.98939
H -3.06544 -1.31556 0.06565
H 0.45792 1.67424 0.03085
H -1.09614 -0.99720 -1.36733
H -1.61325 0.35740 -0.54766
H 3.06965 1.89558 -2.59887
*
```

***

(8)
C3H10N3 as an isolated structure, computed with ωB97M-V/def2-TZVPD.

Summary:
HOMO   -13.2 eV
Energy above the lowest of the compared OMol25 structures with the same formula, charge and spin   109.9 kcal per mole
Frontier orbital gap   9.986 eV

The geometry in ORCA input format:
```
! RIJCOSX wB97M-V def2-TZVPD def2/J DEFGRID3
* xyz 1 1
N -0.34644 -1.21263 0.45392
N 0.66967 -1.19717 -0.56480
N -1.66979 0.35938 -0.51943
C 1.51954 -0.05655 -0.12203
C -0.88197 -0.01543 0.74489
C 0.65110 1.17824 0.17455
H -0.96261 0.15505 -1.28716
H 2.24757 -0.01516 -0.91489
H -1.68097 1.36555 -0.74535
H 0.86913 1.91107 0.97451
H 1.18663 -2.06060 -0.63972
H -0.16170 -1.79628 1.24592
H 2.01855 -0.46984 0.77823
H -1.29393 0.28565 1.62919
H -2.56129 -0.19937 -0.41142
H 0.39651 1.76808 -0.79642
*
```